4 unconnected molecules or ions with the total composition C23H29F3O3SSi, computed with the ωB97M-V functional and the def2-TZVPD basis.

The geometry in XYZ format:
```
60
Properties=species:S:1:pos:R:3
C 1.568 -0.211 -0.420
C 2.039 1.204 -0.752
O 1.100 1.994 -1.525
S -0.218 2.592 -0.850
O 0.030 2.733 0.582
O -1.176 1.306 -1.007
Si -2.471 0.925 0.032
C -3.504 2.447 0.307
C -3.392 -0.376 -0.936
C -1.877 0.261 1.657
H 2.169 -0.947 -0.954
H 1.652 -0.410 0.648
H 0.528 -0.354 -0.698
H 2.917 1.177 -1.394
H 2.292 1.764 0.147
H -4.426 2.127 0.802
H -3.782 2.940 -0.627
H -3.009 3.175 0.951
H -2.750 -0.745 -1.739
H -3.656 -1.224 -0.300
H -4.304 0.008 -1.396
H -1.191 -0.579 1.537
H -2.747 -0.102 2.213
H -1.378 1.031 2.246
F 4.684 -0.829 -2.163
C 5.732 -0.013 -1.919
C 6.337 -0.069 -0.680
C 7.408 0.780 -0.435
C 7.850 1.657 -1.416
C 7.217 1.688 -2.652
C 6.145 0.848 -2.916
H 5.971 -0.761 0.066
H 7.897 0.753 0.529
H 8.684 2.316 -1.218
H 7.557 2.371 -3.419
H 5.633 0.851 -3.869
F -2.145 -1.373 4.461
C -2.216 -0.707 5.633
C -1.461 0.440 5.784
C -1.542 1.122 6.990
C -2.361 0.658 8.010
C -3.106 -0.499 7.825
C -3.040 -1.196 6.626
H -0.833 0.779 4.972
H -0.959 2.024 7.129
H -2.418 1.195 8.947
H -3.746 -0.865 8.617
H -3.610 -2.098 6.455
F -3.301 -4.721 -6.121
C -2.818 -3.596 -5.553
C -1.643 -3.671 -4.831
C -1.155 -2.509 -4.251
C -1.836 -1.307 -4.398
C -3.015 -1.267 -5.130
C -3.519 -2.419 -5.718
H -1.134 -4.620 -4.732
H -0.237 -2.544 -3.679
H -1.449 -0.407 -3.939
H -3.550 -0.333 -5.244
H -4.435 -2.416 -6.293
```

The value obtained for the LUMO energy is 0.70 eV.